# 1
A molecular structure, C8H3F3NO4Pd at a distorted geometry, computed with ωB97M-V with the def2-TZVPD basis set.

Results
HOMO level ... -5.858 eV
Relative energy (zero: lowest compared OMol25 entry of this formula, charge and spin) ... 1.124 eV
Charge ... -1
Spin multiplicity ... 1

```
20
C8H3F3NO4Pd ωB97M-V with the def2-TZVPD basis set
Pd -1.35 1.37 -0.06
O -0.93 -1.67 2.83
C -0.96 -0.91 1.88
O -1.78 0.05 1.66
C 0.07 -1.13 0.77
C 1.10 -2.06 0.80
C 1.93 -2.15 -0.31
C 1.69 -1.34 -1.42
C 0.64 -0.45 -1.38
N -0.13 -0.38 -0.30
C 0.23 0.49 -2.51
O 0.89 0.44 -3.55
O -0.78 1.22 -2.25
H 1.22 -2.66 1.69
H 2.76 -2.84 -0.30
H 2.31 -1.38 -2.31
F -2.59 3.01 2.02
C -1.75 3.01 0.99
F -2.05 4.11 0.24
F -0.51 3.28 1.51
```


# 2
A gas-phase ion, C6H15N2 (charge +1) at a distorted geometry, computed with ωB97M-V with the def2-TZVPD basis set.

Results
HOMO level ... -10.946 eV
SMILES ... CC/C(=C\N)CC[NH3+]
Relative energy (zero: lowest compared OMol25 entry of this formula, charge and spin) ... 4.343 eV
Charge ... +1
Spin multiplicity ... 1

```
23
C6H15N2 ωB97M-V with the def2-TZVPD basis set
C 0.62 2.18 0.85
C -0.57 1.29 0.88
C -0.69 0.19 -0.16
C -1.68 0.42 -1.09
N -2.64 1.22 -1.38
C -0.23 -1.09 -0.05
C 1.47 -1.04 0.03
N 1.98 -2.45 0.14
H 0.50 2.92 0.21
H 1.05 2.59 1.87
H 1.47 1.53 0.56
H -0.55 0.77 1.89
H -1.48 1.90 0.84
H -1.88 -0.59 -1.57
H -2.83 2.13 -0.93
H -3.00 0.98 -2.29
H -0.54 -1.57 -1.02
H -0.80 -1.87 0.68
H 1.95 -0.54 -0.92
H 1.85 -0.39 0.78
H 1.46 -2.96 0.95
H 1.70 -2.98 -0.74
H 2.84 -2.65 0.46
```


# 3
A single C8H7Cl2NO molecule at a distorted geometry, computed with ωB97M-V with the def2-TZVPD basis set.

Results
HOMO level (alpha / beta) ... -7.233 / -7.233 eV
Relative energy (zero: lowest compared OMol25 entry of this formula, charge and spin) ... 6.194 eV
Charge ... 0
Spin multiplicity ... 1

```
19
C8H7Cl2NO ωB97M-V with the def2-TZVPD basis set
C 0.12 0.58 0.27
C -0.15 -0.29 -0.80
C -0.39 1.46 1.23
C -1.40 -0.88 -0.60
C -1.09 -1.06 1.78
C -0.05 0.09 1.70
C -2.83 0.24 0.71
C 1.63 0.50 -2.25
N -1.98 -0.75 0.64
O 0.57 -0.39 -1.98
Cl -2.39 -1.77 -1.74
Cl -3.74 0.48 2.17
H -0.75 -2.07 1.63
H -1.60 -0.95 2.86
H 0.92 -0.21 2.29
H -3.16 0.71 -0.21
H 1.24 1.53 -2.24
H 2.03 0.24 -3.29
H 2.36 0.46 -1.48
```


# 4
A molecular structure, C23H22Br2N4O10P2S2Ti, computed with ωB97M-V with the def2-TZVPD basis set.

Results
HOMO level ... -8.370 eV
Relative energy (zero: lowest compared OMol25 entry of this formula, charge and spin) ... 1.016 eV
Charge ... 0
Spin multiplicity ... 1

```
66
C23H22Br2N4O10P2S2Ti ωB97M-V with the def2-TZVPD basis set
Ti -0.33 -1.46 0.73
O -1.18 -2.54 4.81
P -1.57 -1.60 3.58
O -2.03 -0.28 3.97
O -0.36 -1.74 2.62
O -2.71 -2.53 2.86
P -3.36 -2.19 1.42
O -3.72 -3.67 0.94
O -4.51 -1.30 1.42
O -2.14 -1.79 0.54
H -1.50 -2.14 5.63
H -4.68 -3.74 0.83
N 2.05 -1.73 0.84
N 3.13 -1.49 1.72
C 3.15 -0.48 2.65
N 4.39 -0.38 3.22
S 1.90 0.51 3.05
H 2.02 -2.74 0.72
H 2.28 -1.36 -0.09
H 4.02 -1.69 1.30
H 4.99 -1.19 3.27
H 4.44 0.26 4.00
Br -3.95 -0.85 -4.25
C -2.06 -0.81 -4.34
C -1.44 -0.48 -5.54
C -0.05 -0.44 -5.60
C 0.70 -0.73 -4.48
C 0.07 -1.06 -3.29
C -1.32 -1.10 -3.21
C 0.89 -1.36 -2.08
O 2.11 -1.26 -2.07
O 0.22 -1.79 -1.03
H -2.04 -0.26 -6.41
H 0.43 -0.18 -6.53
H 1.79 -0.70 -4.50
H -1.81 -1.33 -2.28
Br -1.36 -4.50 -1.47
C -0.74 -4.92 0.26
C -0.98 -6.21 0.70
C -0.50 -6.58 1.94
C 0.22 -5.66 2.69
C 0.39 -4.40 2.17
N -0.09 -4.01 0.97
H -1.53 -6.90 0.08
H -0.67 -7.58 2.32
H 0.61 -5.90 3.66
H 0.91 -3.63 2.73
C 1.13 9.29 -2.07
C 0.89 7.84 -1.73
O 1.07 6.93 -2.49
S 0.22 7.64 -0.08
C 0.07 5.88 0.03
C 0.87 5.19 0.94
C 0.74 3.82 1.06
C -0.17 3.13 0.26
C -0.97 3.83 -0.65
C -0.85 5.20 -0.76
C -0.27 1.71 0.40
C -0.30 0.50 0.53
H 0.89 9.47 -3.12
H 2.20 9.50 -1.93
H 0.56 9.96 -1.43
H 1.59 5.73 1.54
H 1.35 3.26 1.76
H -1.68 3.29 -1.26
H -1.47 5.75 -1.46
```


# 5
A molecular structure, C28H30CuN5S3 at a distorted geometry, computed with ωB97M-V with the def2-TZVPD basis set.

Results
HOMO level (alpha / beta) ... -10.443 / -10.443 eV
⟨S²⟩ ... 0.755
Charge ... +1
Spin multiplicity ... 2

```
67
C28H30CuN5S3 ωB97M-V with the def2-TZVPD basis set
Cu 0.62 0.18 1.01
C -0.60 5.12 -1.35
C -1.58 4.98 -0.38
C -1.71 3.81 0.33
C -0.82 2.76 0.09
C 0.15 2.88 -0.90
C 0.25 4.05 -1.62
N -0.84 1.61 0.86
N -1.78 1.46 1.69
C -1.74 0.34 2.44
C -2.68 0.16 3.47
C -2.68 -1.00 4.19
C -1.75 -2.00 3.91
C -0.78 -1.80 2.93
C -0.75 -0.65 2.18
H -0.49 6.05 -1.88
H -2.25 5.81 -0.18
H -2.47 3.69 1.09
H 0.82 2.05 -1.08
H 1.00 4.15 -2.39
H -3.39 0.96 3.67
H -3.40 -1.15 4.99
H -1.77 -2.93 4.46
H -0.04 -2.58 2.76
N 3.89 0.24 1.16
C 3.32 0.82 2.27
C 4.18 1.34 3.25
C 3.64 1.95 4.37
C 2.26 2.02 4.49
C 1.49 1.49 3.48
N 2.00 0.90 2.40
C 3.38 -0.27 -0.01
C 4.32 -0.77 -0.93
C 3.89 -1.25 -2.15
C 2.52 -1.26 -2.42
C 1.66 -0.78 -1.46
N 2.07 -0.28 -0.28
H 4.90 0.19 1.20
H 5.25 1.27 3.13
H 4.28 2.37 5.13
H 1.80 2.49 5.34
H 0.41 1.52 3.53
H 5.37 -0.76 -0.68
H 4.60 -1.63 -2.87
H 2.15 -1.63 -3.36
H 0.59 -0.77 -1.60
C -1.26 -1.46 -4.47
C -2.12 -0.35 -3.90
S -1.75 0.07 -2.16
C -3.10 -0.72 -1.23
C -3.03 -2.23 -1.16
S -1.40 -2.81 -0.56
C -1.12 -4.24 -1.66
C -0.61 -3.89 -3.04
S -1.88 -3.16 -4.16
H -0.24 -1.40 -4.07
H -1.22 -1.37 -5.55
H -3.18 -0.59 -3.98
H -1.93 0.56 -4.47
H -4.04 -0.41 -1.69
H -3.02 -0.29 -0.23
H -3.19 -2.68 -2.14
H -3.79 -2.60 -0.47
H -2.03 -4.83 -1.70
H -0.34 -4.82 -1.14
H -0.27 -4.80 -3.53
H 0.22 -3.18 -2.97
```


# 6
A gas-phase ion, C5H12NO6S (charge -1), computed with ωB97M-V with the def2-TZVPD basis set.

Results
HOMO level ... -5.343 eV
SMILES ... C[C@@H](O)CNCCOOS(=O)(=O)[O-]
Relative energy (zero: lowest compared OMol25 entry of this formula, charge and spin) ... 0.000 eV
Charge ... -1
Spin multiplicity ... 1

```
25
C5H12NO6S ωB97M-V with the def2-TZVPD basis set
C -1.94 -0.38 1.78
C -2.27 -0.54 0.32
O -3.68 -0.90 0.21
C -2.11 0.74 -0.49
N -0.80 1.39 -0.45
C 0.37 0.52 -0.47
C 1.54 1.29 -1.07
O 2.71 0.54 -1.21
O 2.94 -0.05 0.08
S 3.97 -1.36 -0.06
O 5.27 -0.75 -0.11
O 3.54 -2.01 -1.27
O 3.61 -2.00 1.20
H -0.88 -0.54 1.96
H -2.46 -1.16 2.33
H -2.27 0.58 2.16
H -1.69 -1.34 -0.14
H -3.73 -1.74 -0.25
H -2.36 0.53 -1.53
H -2.85 1.46 -0.13
H -0.75 2.06 0.30
H 0.66 0.23 0.53
H 0.21 -0.36 -1.09
H 1.26 1.57 -2.09
H 1.71 2.22 -0.52
```